Record 1
{"formula": "C13H16BF2N2O8", "method": "wB97M-V/def2-TZVPD", "homo_lumo_gap_ev": 6.7, "spin_multiplicity": 1, "charge": 1, "lumo_ev": -4.8, "symbols": ["C", "C", "C", "C", "C", "N", "N", "C", "C", "B", "O", "O", "H", "H", "H", "H", "H", "H", "H", "H", "H", "H", "C", "C", "O", "C", "O", "O", "F", "H", "H", "H", "C", "C", "O", "C", "O", "O", "F", "H", "H", "H"], "coordinates": [[2.862375, 0.043071, 0.857569], [2.475974, 1.326209, 0.642234], [1.195364, 1.725216, -0.058594], [0.009883, 0.879724, 0.290988], [-0.692969, 0.252792, -0.742248], [-1.763622, -0.477267, -0.483652], [-2.279095, -0.729211, 0.704132], [-1.633962, -0.143012, 1.690377], [-0.499800, 0.688617, 1.570168], [0.109051, 1.350318, 2.896092], [1.191548, 0.776586, 3.469293], [-0.478861, 2.435501, 3.466965], [3.066793, -0.685440, 0.075439], [3.076713, -0.261889, 1.879612], [3.128892, 2.142572, 0.949289], [0.979745, 2.776737, 0.136532], [1.324576, 1.651203, -1.146647], [-0.383533, 0.354262, -1.776252], [-2.268245, -0.898910, -1.256933], [-2.046509, -0.343551, 2.673038], [1.652441, 1.407901, 4.036503], [-1.265997, 2.729408, 2.998763], [2.494712, 3.292950, -5.568205], [3.349219, 2.717924, -4.457110], [2.402984, 2.589089, -3.397752], [1.182616, 2.418425, -3.964318], [0.220910, 2.034323, -3.371624], [1.206700, 2.733638, -5.264719], [4.331849, 3.554577, -4.073780], [2.441919, 4.380020, -5.505528], [2.816912, 3.000604, -6.562448], [3.778691, 1.738311, -4.671749], [-2.459433, -4.118692, 1.903246], [-3.127352, -4.141361, 3.260009], [-4.341207, -4.795874, 2.981588], [-4.131057, -5.630931, 1.915802], [-4.853095, -6.499783, 1.583456], [-2.960312, -5.304750, 1.297333], [-3.380494, -2.883166, 3.713369], [-2.776177, -3.250770, 1.321933], [-1.373206, -4.143182, 1.957953], [-2.584938, -4.692191, 4.029875]], "forces_ev_per_a": [[0.3, 0.3, 0.2], [-0.1, -0.2, 0.0], [1.0, -0.1, -1.8], [-0.3, -0.1, 0.2], [0.3, 0.2, 0.0], [-0.1, -0.1, -0.2], [0.4, 0.3, -0.1], [-0.1, 0.0, 0.5], [0.0, -0.2, 0.0], [0.1, 0.0, 0.2], [0.1, 0.3, -0.4], [0.0, -0.2, -0.4], [-1.8, -0.5, 0.0], [1.7, 0.4, -0.3], [-0.9, 0.1, 1.6], [0.0, 0.0, 0.1], [-0.2, 0.2, 0.0], [-0.2, 0.0, -0.1], [0.0, -0.1, 0.1], [-0.1, -0.1, -0.1], [-0.1, -0.2, 0.4], [0.0, 0.3, 0.1], [0.1, 0.0, -0.2], [0.0, 0.2, 0.0], [0.0, -0.3, -0.1], [-0.1, 0.2, 0.0], [0.0, -0.1, 0.1], [0.1, 0.0, 0.0], [-0.1, 0.0, 0.1], [0.1, 0.0, 0.1], [-0.2, -0.1, 0.0], [0.1, 0.0, 0.0], [0.3, 0.0, -0.1], [-0.2, 0.1, -0.1], [0.2, -0.2, 0.1], [-0.1, 0.0, -0.1], [0.0, 0.0, 0.0], [-0.1, 0.0, 0.1], [0.0, 0.0, 0.0], [-0.1, 0.1, 0.1], [0.0, -0.2, 0.0], [0.0, 0.1, 0.1]]}

Record 2
{"formula": "C12H19IIrN5O4", "method": "wB97M-V/def2-TZVPD", "homo_lumo_gap_ev": [1.9, 6.5], "spin_multiplicity": 5, "charge": -2, "s_squared": 6.0268, "lumo_ev": [4.5, 4.4], "symbols": ["C", "I", "H", "H", "H", "C", "C", "N", "C", "N", "H", "H", "C", "C", "N", "H", "N", "H", "Ir", "C", "O", "C", "C", "H", "H", "H", "C", "H", "H", "H", "C", "H", "H", "H", "C", "H", "H", "H", "O", "N", "O", "O"], "coordinates": [[1.397183, 0.631580, -3.407372], [-2.367424, -0.581029, -2.152994], [0.496092, 0.143764, -3.813991], [2.267132, -0.002081, -3.623932], [1.532208, 1.603550, -3.896928], [-0.732145, 3.709445, 0.861092], [-1.985211, 3.463132, 0.414531], [-2.070850, 2.119194, 0.162904], [-0.877912, 1.470147, 0.446107], [-0.048585, 2.528039, 0.845671], [-0.315343, 4.653039, 1.201208], [-2.820899, 4.142397, 0.278397], [1.890549, -3.241303, 0.942128], [0.717350, -1.688552, -0.239762], [1.635955, -1.890196, 0.766187], [0.974927, -4.969200, -0.090202], [0.374006, -2.961298, -0.624373], [2.558546, -3.628487, 1.679756], [-0.278999, -0.016117, -0.848342], [1.147873, 0.823890, -1.967146], [1.853982, 1.499034, -1.212460], [1.100296, -3.916752, 0.065670], [-0.546751, -3.395399, -1.631598], [-1.138827, -4.225259, -1.228827], [-0.011403, -3.723356, -2.531592], [-1.221159, -2.562646, -1.887871], [2.348885, -0.928497, 1.568773], [3.385777, -1.268582, 1.670245], [1.916888, -0.895990, 2.577521], [2.333997, 0.050936, 1.095201], [1.183807, 2.423752, 1.607465], [1.574762, 3.437037, 1.735761], [1.915939, 1.844919, 1.054649], [1.007837, 2.007246, 2.608276], [-3.405599, 1.566478, 0.024192], [-3.342540, 0.593959, -0.488919], [-3.967259, 2.268163, -0.603744], [-3.897498, 1.451639, 0.999844], [-0.713039, -1.576647, 2.624916], [-1.122568, -0.630747, 1.937433], [-1.143050, 0.558748, 2.355566], [-1.606948, -0.887967, 0.726546]], "forces_ev_per_a": [[-0.3, -0.2, -1.2], [-1.6, -0.5, -2.7], [0.4, 0.2, -0.1], [0.0, 0.1, 0.2], [0.1, -0.1, 0.0], [-1.0, 0.9, -0.1], [0.6, 0.8, 0.5], [-0.4, -0.1, 0.4], [0.8, 2.4, -1.3], [0.3, -0.3, 0.4], [0.1, -0.4, -0.2], [0.2, -0.3, 0.0], [-0.9, -0.3, -0.7], [-0.2, -1.2, 0.6], [0.2, -0.8, -0.9], [-0.1, -0.1, -0.1], [1.3, -0.3, 0.7], [0.2, 0.1, 0.3], [1.9, 0.3, 0.9], [-0.9, 0.4, 1.7], [1.3, 0.3, -0.8], [0.4, 1.1, 0.7], [-0.7, 0.2, -0.6], [0.1, 0.2, -0.1], [-0.1, 0.1, 0.1], [0.5, -0.8, 0.1], [0.0, 0.2, 0.3], [-0.1, 0.1, -0.1], [-0.1, 0.2, -0.3], [-0.1, -0.2, 0.0], [-0.2, 0.0, -0.2], [0.0, -0.1, -0.1], [0.0, 0.1, 0.0], [-0.1, -0.1, -0.2], [0.1, -0.5, -0.2], [-0.4, 0.8, 0.7], [-0.1, -0.3, 0.1], [0.2, 0.1, -0.1], [0.8, -0.3, 0.3], [-2.2, -0.8, -1.2], [0.0, -0.4, 0.2], [0.0, -0.2, 2.8]]}

Record 3
{"formula": "CHBrClNO2", "method": "wB97M-V/def2-TZVPD", "relative_energy_kcal_mol": 14.1, "homo_lumo_gap_ev": 10.5, "spin_multiplicity": 1, "smiles": "O=[N+]([O-])[C@H](Cl)Br", "lumo_ev": -0.6, "symbols": ["O", "N", "O", "C", "Cl", "Br", "H"], "coordinates": [[0.566171, 1.619229, -0.456730], [-0.201515, 0.896212, 0.108729], [-1.169652, 1.205177, 0.722381], [0.285651, -0.457961, -0.157383], [-1.410093, -1.548670, -0.037101], [1.455155, -1.074304, 1.080579], [0.474283, -0.639684, -1.260475]], "forces_ev_per_a": [[1.1, 2.1, -0.7], [0.3, 0.2, -0.7], [-0.5, -0.2, 0.7], [-4.3, -3.3, -1.7], [1.9, 0.9, -0.2], [1.2, -0.3, 0.8], [0.3, 0.7, 1.7]]}

Record 4
{"formula": "C4H8O2", "method": "wB97M-V/def2-TZVPD", "relative_energy_kcal_mol": 84.4, "homo_lumo_gap_ev": 10.6, "spin_multiplicity": 1, "smiles": "CC(=O)CCO", "lumo_ev": 0.8, "symbols": ["C", "C", "O", "C", "C", "O", "H", "H", "H", "H", "H", "H", "H", "H"], "coordinates": [[2.107204, 0.086981, -0.313709], [0.887591, 0.459676, 0.349051], [0.537255, 1.527492, 0.816165], [-0.325157, -0.749307, -0.041977], [-1.661264, -0.148868, 0.362818], [-1.986598, 0.969734, -0.434408], [2.355557, -0.965722, -0.313795], [1.019990, -0.107801, -0.980391], [2.975994, 0.788160, -0.387819], [-0.443876, -1.141956, -1.092576], [-0.031211, -1.617168, 0.555623], [-1.606152, 0.113099, 1.426855], [-2.468449, -0.877303, 0.231145], [-1.360881, 1.662978, -0.176988]], "forces_ev_per_a": [[-1.1, -0.2, -0.7], [-1.9, -0.6, 0.5], [0.2, -0.8, -0.3], [0.2, 0.5, 0.9], [0.0, -0.3, 0.3], [0.1, 0.1, 0.0], [0.1, -0.1, 0.4], [3.2, 1.0, -1.5], [-1.2, -0.5, -0.3], [0.6, 0.8, 0.7], [-0.3, 0.0, 0.1], [-0.2, 0.1, -0.1], [0.1, 0.1, 0.0], [-0.1, 0.0, 0.0]]}

no.,DFT total energy (hartree)
1,-1440.77788
2,-1445.11031
3,-3278.00234
4,-307.57792